[1]
C23H49N3OP4Tl | wB97M-V/def2-TZVPD

Structure (XYZ):
```
81
Properties=species:S:1:pos:R:3:forces:R:3
Tl -0.424181 0.540740 -0.290114 1.535 0.012 1.211
P 2.530455 -0.430673 -0.529927 0.211 -0.638 -1.053
P 1.689220 0.288302 2.834620 -0.316 -0.124 0.831
P 1.406394 2.821118 0.231547 -1.038 1.038 -0.354
H -5.600125 1.519416 -4.023504 0.215 0.426 -0.339
C -4.901125 2.198592 -4.532248 0.367 -0.387 -0.036
C -3.912238 1.721539 -5.299441 -0.084 0.015 0.092
H -3.789466 0.639410 -5.478359 -0.071 0.654 0.040
C 2.623476 -2.147438 -1.178897 -0.425 -0.034 0.187
C 4.080669 -0.333202 0.455347 -0.503 0.252 0.572
C 2.950238 0.527078 -2.043605 -0.318 0.194 0.023
C 0.421928 1.082078 3.912195 -0.003 -0.056 -0.216
C 1.792914 -1.333903 3.703919 -0.034 -0.057 -0.284
C 3.202734 1.051476 3.542850 0.169 0.267 -0.391
C 0.995523 3.553301 -1.399014 0.172 0.073 -0.109
C 3.089478 3.484695 0.487853 0.386 -0.514 0.079
C 0.438185 3.948329 1.320482 0.014 -0.365 0.051
H -5.030142 3.276607 -4.393704 -0.066 -0.399 -0.008
H -3.212042 2.407862 -5.800836 -0.508 -0.465 0.067
H 1.720124 -2.374636 -1.765347 0.338 0.050 0.089
H 2.711154 -2.870385 -0.355459 0.018 0.190 -0.227
H 3.506417 -2.221410 -1.828300 -0.194 -0.079 0.208
H 4.006841 -0.970485 1.347857 0.035 0.185 -0.274
H 4.280619 0.698341 0.772146 -0.058 -0.313 -0.056
H 4.913890 -0.687143 -0.162595 -0.215 0.033 -0.108
H 2.041605 0.886599 -2.543797 0.277 -0.143 0.063
H 3.470764 -0.153650 -2.722141 0.047 0.160 0.031
H 3.602316 1.379570 -1.820523 -0.162 -0.170 -0.017
H 0.742716 0.976946 4.956934 -0.239 0.109 -0.190
H -0.543142 0.579404 3.761534 0.147 0.201 0.137
H 0.318356 2.144122 3.655974 -0.049 -0.260 0.168
H 2.153904 -1.191901 4.730860 -0.139 -0.095 -0.213
H 2.489962 -1.983479 3.161447 -0.078 -0.023 0.215
H 0.803962 -1.808931 3.724011 0.215 0.037 0.098
H 2.952366 1.523465 4.501134 0.171 -0.143 -0.182
H 3.576786 1.814241 2.850188 0.118 -0.081 0.336
H 3.983322 0.295296 3.696637 -0.158 0.242 -0.061
H 1.296517 4.607299 -1.388380 -0.077 -0.133 -0.157
H -0.076928 3.498807 -1.619384 0.257 -0.035 0.254
H 1.524396 3.032896 -2.203352 -0.032 0.177 0.073
H 3.169456 4.434185 -0.056533 -0.034 -0.192 0.150
H 3.849593 2.790928 0.110525 -0.043 0.297 0.080
H 3.262487 3.659908 1.556742 -0.015 -0.065 -0.277
H 0.484059 4.961624 0.898276 -0.008 -0.219 0.195
H 0.871989 3.946824 2.329345 -0.185 0.064 -0.256
H -0.608435 3.621610 1.380157 0.199 0.174 0.028
C -1.706979 0.922088 -2.853343 0.148 -0.300 0.413
C -2.796099 1.395134 -2.035310 -0.029 0.285 0.841
C -2.980504 2.758670 -1.893861 -0.595 -0.901 0.277
C -2.230906 3.640198 -2.675052 0.302 0.667 -0.360
C -1.446084 3.166100 -3.747345 -0.023 -0.430 -0.249
C -1.273374 1.794060 -3.906439 0.129 0.614 -0.660
O -1.044643 -0.151466 -2.524032 -0.425 1.101 0.189
H -1.345151 1.049589 1.169409 0.242 -0.411 -0.844
H -3.342693 0.656151 -1.431100 0.184 0.397 -0.259
H -3.739471 3.139897 -1.204693 0.330 -0.117 -0.194
H -2.310438 4.714167 -2.472908 -0.017 -0.392 -0.287
H -1.012680 3.889282 -4.457972 -0.234 -0.561 0.372
H -0.819692 1.333307 -4.788167 0.295 0.329 0.397
C -1.765268 -4.617138 2.568532 0.350 0.051 -0.299
N -2.572323 -3.479082 2.103439 0.451 0.039 -0.744
C -3.155731 -3.780963 0.775233 0.295 0.020 0.137
N -2.123072 -4.133128 -0.218368 0.466 0.456 0.738
C -1.313010 -5.269827 0.276286 0.046 0.352 0.012
N -0.699165 -4.977876 1.587784 -0.490 0.749 -0.070
C 0.349153 -3.958008 1.510255 0.867 -0.534 0.199
P -0.336721 -2.316525 0.909718 -1.463 -1.288 0.253
C -1.804046 -2.230429 2.084637 -0.205 0.479 0.654
C -1.285489 -2.979153 -0.566144 -0.027 -0.225 -0.980
H -2.427743 -5.493326 2.685818 0.346 0.414 0.070
H -1.298024 -4.345921 3.530328 -0.219 -0.299 -0.341
H -3.704280 -2.894603 0.420405 0.038 -0.412 0.124
H -3.832008 -4.645759 0.883571 0.169 0.451 -0.062
H -0.524390 -5.481627 -0.465467 -0.342 -0.083 0.346
H -1.980977 -6.139064 0.392623 0.346 0.284 -0.118
H 1.136080 -4.264710 0.798940 -0.317 -0.037 0.314
H 0.815904 -3.823662 2.501405 -0.201 -0.031 -0.413
H -2.444414 -1.384546 1.780626 0.130 -0.334 0.186
H -1.414976 -2.032055 3.097074 -0.232 0.023 -0.305
H -0.537786 -3.292928 -1.310750 -0.289 0.121 0.068
H -1.889988 -2.172219 -1.012254 0.135 -0.338 0.127
```
Forces are in eV/Å.

Calculated values
HOMO level (alpha / beta) (hartree): -0.6046 / -0.6044
Gap between HOMO and LUMO (alpha / beta) (eV): 4.14 / 5.22
Electronic energy (a.u.): -2681.96863
Total charge: +3
Relative energy (zero: lowest compared OMol25 entry of this formula, charge and spin) (kJ/mol): 206.7

***

[2]
C12H17BrFN5O4Tc | wB97M-V/def2-TZVPD

Structure (XYZ):
```
41
Properties=species:S:1:pos:R:3:forces:R:3
Tc -1.114653 0.403826 -1.304759 -0.580 -0.463 0.384
N -0.238346 1.643013 0.113222 0.139 -0.014 -0.061
C 0.653086 0.801309 0.977260 0.110 -0.086 -0.072
C 1.757547 1.667777 1.607919 -0.010 0.009 -0.046
C 3.099268 1.064435 2.042355 0.016 -0.025 -0.012
C 3.143825 -0.071038 3.071933 0.080 -0.015 -0.005
N 2.070386 -0.061903 4.070531 -0.071 0.020 -0.027
C 1.190710 -1.045326 4.262371 0.029 -0.014 0.060
N 0.452574 -1.056703 5.374850 0.039 0.000 -0.013
N 1.006835 -1.991453 3.345141 -0.089 0.011 0.020
C 1.102498 -0.417799 0.167612 -0.054 0.197 0.094
O 1.929664 -1.185117 0.557865 0.003 -0.041 -0.017
O 0.401418 -0.659970 -0.960699 0.068 -0.204 -0.046
H 0.339010 2.315090 -0.395667 -0.036 0.081 -0.004
H -0.885811 2.192893 0.673973 -0.086 -0.043 0.041
H 0.005014 0.374536 1.747802 0.015 0.011 0.050
H 1.298446 2.205693 2.440370 0.021 -0.009 0.017
H 2.024961 2.433609 0.872817 -0.016 0.008 0.015
H 3.673091 1.910539 2.424565 -0.018 -0.001 0.017
H 3.646307 0.711234 1.168039 0.006 0.004 0.004
H 4.089550 -0.015703 3.610471 0.003 0.009 0.002
H 3.143505 -1.033341 2.572938 -0.010 0.029 0.009
H 2.143583 0.618722 4.810873 0.008 0.013 0.030
H 0.677775 -0.459374 6.153119 0.012 -0.010 0.006
H -0.208512 -1.794398 5.550843 -0.038 0.000 -0.014
H 1.492384 -1.973852 2.460449 0.034 -0.001 -0.023
H 0.417945 -2.784088 3.540032 0.028 -0.017 0.017
F -2.413257 -0.097941 -0.104002 0.255 0.283 -0.398
Br -4.681353 -1.082033 -7.407746 0.079 0.002 0.110
C -3.677275 -0.932374 -5.835141 -0.027 0.026 -0.065
C -3.683193 -1.969139 -4.899898 -0.079 -0.055 -0.124
N -2.991206 -1.916886 -3.768904 0.067 -0.005 0.240
C -2.281713 -0.839794 -3.533667 -0.134 0.122 -0.134
C -2.213882 0.256922 -4.376707 0.033 -0.002 -0.152
C -2.929935 0.200825 -5.572359 -0.040 -0.004 0.023
C -1.447352 1.474961 -4.077879 -0.117 -0.073 0.382
O -1.261145 2.438636 -4.711572 0.085 0.031 -0.219
O -0.905697 1.475283 -2.714123 0.022 0.341 -0.089
H -4.260054 -2.868391 -5.076925 -0.012 0.017 -0.007
H -1.663489 -0.965618 -2.613847 0.256 -0.142 0.003
H -2.902512 1.032938 -6.263456 0.010 0.012 0.007
```
Forces are in eV/Å.

Calculated values
HOMO level (alpha / beta) (hartree): -0.5354 / -0.5353
Gap between HOMO and LUMO (alpha / beta) (eV): 6.87 / 6.48
Electronic energy (a.u.): -3796.38286
Total charge: +2
Multiplicity: 2
Relative energy (zero: lowest compared OMol25 entry of this formula, charge and spin) (kJ/mol): 70.3
Expectation value of S²: 0.7536

***

[3]
C10H14N3 | wB97M-V/def2-TZVPD

Structure (XYZ):
```
27
Properties=species:S:1:pos:R:3:forces:R:3
C 1.977975 -1.161353 1.605814 0.210 4.008 0.909
C 0.835862 -1.067677 0.613956 -1.062 -0.365 -0.256
C 1.245119 -1.694239 -0.747549 1.334 0.037 -1.963
C -0.309857 -1.851377 1.357593 -0.404 0.460 -2.361
N 0.313130 0.355227 0.442927 -1.178 -0.557 -1.535
C 0.896946 1.465803 0.959495 -0.634 0.025 1.154
C 0.287605 2.595520 0.502839 0.709 -0.818 -0.856
N -0.625453 2.113629 -0.430639 -1.433 2.133 -0.587
N -1.400352 2.920618 -1.226235 1.912 1.459 1.884
C -2.229173 2.373662 -2.005305 -1.928 -2.747 -1.569
C -2.416542 0.958304 -2.065315 3.104 -0.655 2.843
C -1.635476 0.173033 -1.218791 -1.521 -1.753 -1.622
C -0.729917 0.777057 -0.416915 3.879 0.655 2.449
H 1.629688 -0.693840 2.618557 0.881 -0.756 -1.720
H 2.039624 -2.173872 1.766513 0.735 -2.368 0.533
H 2.965481 -0.708739 1.289059 -1.138 -0.576 0.273
H 1.733908 -2.699104 -0.585636 -1.135 0.773 0.061
H 0.414782 -1.760000 -1.525483 0.889 -0.204 1.274
H 2.124042 -1.205285 -1.363619 -1.697 -0.107 1.620
H -0.078274 -1.749900 2.373226 -0.097 -0.351 1.552
H -1.284599 -1.388572 1.189273 0.036 -0.003 -0.019
H -0.409871 -2.884382 1.020490 0.351 0.010 0.258
H 1.499303 1.323164 1.845164 0.570 0.371 -0.492
H 0.608915 3.620458 0.613985 -0.573 -0.037 -0.059
H -2.899412 2.878992 -2.697777 0.593 1.023 0.427
H -2.938765 0.418958 -2.760581 -1.866 -0.584 -1.679
H -1.614692 -0.936086 -1.155048 -0.537 0.926 -0.519
```
Forces are in eV/Å.

Calculated values
HOMO level (hartree): -0.4842
Gap between HOMO and LUMO (eV): 8.79
SMILES: CC(C)(C)[n+]1ccn2ncccc21
Electronic energy (a.u.): -553.41798
Total charge: +1
Relative energy (zero: lowest compared OMol25 entry of this formula, charge and spin) (kJ/mol): 206.9